Run 1
Entry from OMol25: a 6-piece molecular cluster, C54H114N6O6 overall (ωB97M-V with the def2-TZVPD basis set).

Last column: Mulliken charge in e.
Atoms and positions in Å:
O 7.1395 1.4431 -3.4506  -0.492
O 7.7373 10.6247 4.2193  -0.483
O -4.3294 -9.9523 0.0420  -0.450
O -4.1483 0.8483 -10.3899  -0.459
O -0.9478 1.9882 0.3184  -0.485
O -2.2646 -8.8322 8.3101  -0.502
N -4.0083 -9.4174 -1.1707  0.238
N -2.1823 -7.7260 9.0915  0.339
N 6.4899 10.2431 4.6763  0.297
N 6.1933 1.5228 -4.5054  0.274
N -4.5618 1.8756 -9.4964  0.083
N -0.9621 1.1458 1.4216  0.471
C 5.5341 10.1482 3.5645  1.287
C -3.0544 2.1012 2.4626  -1.578
C -4.1346 -11.5777 -2.3748  -1.621
C 5.2929 11.5090 2.8056  -1.733
C 7.1202 10.3922 7.1329  -1.822
C 1.4666 0.7385 1.6339  -2.002
C -4.5649 -7.5592 9.2760  -2.011
C 6.1214 12.4327 6.0276  -1.610
C -5.1180 0.3283 -7.7417  -1.864
C -4.3546 4.1156 -7.6213  -0.679
C 3.6847 10.3886 5.2487  -0.688
C 7.2333 -0.0768 -6.1888  -1.784
C -0.7854 -6.0396 10.3353  -1.162
C -3.6158 -7.1375 -2.4996  -1.114
C 6.0421 9.0207 2.5707  -1.805
C 6.2494 2.8668 -5.1609  1.749
C -3.1254 0.1872 0.7858  -1.865
C -3.0273 3.7276 -10.4258  -1.672
C 7.5398 3.0838 -5.9501  -1.876
C 5.8544 -0.9591 -4.3190  -1.954
C -4.4627 3.2478 -10.0809  1.343
C -1.2700 0.0690 4.1792  -0.745
C -4.2660 -9.3055 -3.6365  -1.487
C -0.8019 -7.2223 9.3120  1.175
C -4.4156 -7.7874 -3.6429  -0.716
C 0.0666 0.1035 3.5052  -1.073
C 4.6738 10.2760 6.3915  -1.085
C -5.3911 3.4297 -11.3168  -1.826
C -3.2816 -6.8134 8.8302  1.628
C -4.7227 -10.0647 -2.3034  1.453
C -6.2241 -10.0417 -2.3281  -1.778
C -3.8874 -7.9194 -1.1294  1.362
C 0.4195 2.6204 2.8734  -1.583
C 0.2190 1.1955 2.3602  1.449
C 6.0833 10.8949 5.9890  1.277
C -1.8638 -4.9929 10.0897  -0.695
C -2.3653 -0.2634 3.1101  -1.202
C 6.0889 4.0110 -4.1156  -1.931
C 4.7917 1.7393 -7.0050  -0.734
C -4.2867 1.5839 -8.0522  1.776
C 4.8688 0.4208 -6.1629  -1.172
C -2.8197 1.2936 -7.8241  -1.850
C -4.7727 2.7531 -7.1118  -1.167
C 4.1730 9.6897 4.0411  -1.124
C -5.1270 -7.2923 -0.4571  -1.679
C -2.6593 -7.5662 -0.2610  -1.929
C -4.9564 4.2934 -9.0279  -1.266
C 5.0934 2.9290 -6.1425  -1.068
C -0.1514 -6.6858 8.0211  -1.500
C -2.3349 0.8469 1.9269  1.180
C -3.2149 -5.6753 9.9320  -1.176
C 6.0544 0.2366 -5.2521  1.668
C 0.1294 -8.3795 9.7751  -1.776
C -3.4407 -6.1993 7.4283  -1.706
H -2.6612 3.1729 -11.2897  0.475
H 6.2013 12.0672 2.5793  0.362
H 7.7846 4.1269 -6.1501  0.453
H -4.0854 -0.0596 1.2391  0.411
H 4.7073 9.3152 6.9054  0.380
H -1.8571 -4.2775 9.2674  0.356
H -3.2220 2.8320 1.6714  0.356
H -3.2940 0.7535 -0.1302  0.397
H 6.8461 9.4526 1.9747  0.416
H 8.3098 10.0194 4.6962  0.363
H -4.9063 2.7794 -12.0449  0.424
H -4.7293 -9.7825 -4.5002  0.540
H -0.6904 -6.0926 7.2824  0.224
H -2.0721 2.0092 -8.1661  0.259
H -5.4596 -7.8556 0.4148  0.365
H -2.5715 0.3672 -8.3421  0.478
H 6.6313 -1.1693 -3.5839  0.390
H -5.4461 4.4756 -11.6187  0.361
H 0.2463 -9.1412 9.0042  0.392
H -4.0650 1.7784 2.7129  0.414
H 4.1550 3.0582 -5.6033  0.402
H 0.2213 -5.6282 10.4102  0.495
H -4.2743 2.6672 -6.1462  0.443
H -6.6666 -9.1036 -2.6633  0.345
H 0.0300 -7.5534 7.3868  0.434
H 5.4100 12.8671 5.3253  0.320
H -1.3230 -0.7535 4.8925  0.365
H -3.8607 -4.8797 9.5603  0.378
H 5.9330 4.9705 -4.6088  0.404
H 2.3690 0.5675 2.2209  0.376
H 4.2347 10.9027 7.1677  0.438
H -2.6089 -5.5172 7.2526  0.294
H -6.0315 -7.4945 -1.0309  0.363
H -1.5444 0.9618 4.7411  0.372
H 4.9097 11.2815 1.8108  0.470
H -2.3698 3.7111 -9.5565  0.329
H -5.0634 -6.2104 -0.3410  0.420
H -2.7329 -0.7394 0.3670  0.421
H -5.3906 0.3288 -6.6863  0.400
H 5.1298 3.7173 -6.8943  0.380
H 4.5873 12.1889 3.2831  0.348
H 0.7773 -6.1591 8.2407  0.379
H 5.2059 3.7029 -3.5557  0.489
H 0.1653 -0.9137 3.1262  0.366
H -3.2141 1.0479 -10.4853  0.366
H -6.4257 3.0942 -11.2454  0.385
H -3.7665 -11.7955 -3.3774  0.381
H -3.2937 4.3540 -7.6975  0.352
H -2.7792 -9.4458 8.8397  0.366
H -3.3901 -0.3086 3.4786  0.486
H 5.8320 -1.9162 -4.8400  0.390
H 7.2336 0.5322 -7.0928  0.312
H 1.2953 2.5615 3.5196  0.439
H 7.4526 2.6122 -6.9290  0.325
H 4.8863 -0.4262 -6.8488  0.390
H 6.7409 10.7970 8.0712  0.417
H -0.3714 3.0201 3.5081  0.286
H -3.4682 -10.3437 0.2052  0.379
H 2.6607 10.1469 5.5333  0.404
H 7.0517 9.3047 7.1614  0.451
H -4.4848 -7.9050 10.3065  0.434
H -2.5230 2.4493 3.3483  0.328
H -5.8287 2.7475 -6.8418  0.388
H 4.1638 8.6108 4.1958  0.405
H -4.6234 -0.5772 -8.0930  0.334
H -0.9008 -6.4415 11.3419  0.392
H -4.6938 4.9169 -6.9649  0.372
H -3.1212 4.7323 -10.8379  0.414
H 7.0734 12.6810 5.5584  0.379
H -5.4586 -7.4730 -3.6798  0.357
H -4.9584 -12.2034 -2.0312  0.385
H 3.8874 1.7925 -7.6113  0.393
H -4.0279 -7.3467 -4.5614  0.397
H 6.6641 1.4498 -2.6166  0.321
H -6.0355 4.1554 -8.9603  0.389
H 6.9311 4.2340 -3.4605  0.341
H -3.3228 -7.0573 6.7665  0.371
H 8.1793 10.6257 7.0238  0.404
H 7.2514 -1.0970 -6.5722  0.459
H 3.4233 9.8611 3.2687  0.450
H -6.7100 -10.4878 -1.4604  0.359
H 1.3644 -0.2537 1.1942  0.440
H 1.1100 -7.9181 9.8922  0.399
H -4.3734 -5.6936 7.1788  0.405
H 4.9383 -0.7827 -3.7553  0.428
H -4.7532 5.3023 -9.3869  0.502
H 8.4051 2.7550 -5.3746  0.366
H 8.0780 0.1284 -5.5312  0.367
H -6.0982 0.5034 -8.1852  0.465
H -2.4698 -6.4931 -0.2358  0.378
H -1.8445 -4.3967 11.0019  0.352
H -2.6089 -8.0340 0.7222  0.360
H 5.2550 8.8848 1.8290  0.406
H 3.6747 11.4639 5.0709  0.243
H -3.8809 -6.0848 -2.4015  0.416
H -0.7880 1.3199 -0.3520  0.364
H -2.6249 1.0615 -6.7771  0.447
H 5.5523 1.7760 -7.7848  0.320
H 1.7684 1.4332 0.8501  0.412
H 6.3376 8.0765 3.0283  0.420
H -2.1367 -1.2710 2.7628  0.392
H -3.2125 -9.5261 -3.8089  0.461
H -3.2968 -11.8554 -1.7352  0.348
H 6.0706 12.9028 7.0097  0.412
H -2.5590 -7.0052 -2.7315  0.430
H -0.1099 -8.8210 10.7426  0.417
H 0.6766 3.3885 2.1440  0.336
H 3.9017 0.3688 -5.6628  0.389
H 0.8175 0.3275 4.2630  0.470
H -1.7691 -7.9713 -0.7422  0.507
H -3.4827 -5.9798 10.9437  0.407
H -4.7373 -8.4297 8.6431  0.489
H -6.4709 -10.7725 -3.0983  0.528
H -5.4520 -6.9300 9.2035  0.403

- orbital gap (Eh) = 0.30571
- lowest unoccupied orbital energy (Eh) = 0.013
- HOMO level (eV) = -8.0

Run 2
Entry from OMol25: a 6-piece molecular cluster, C54H114N6O6 overall (ωB97M-V with the def2-TZVPD basis set).

Last column: Mulliken charge in e.
Atoms and positions in Å:
O -5.1583 6.5285 1.2472  -0.504
O -0.1609 -6.1126 3.8739  -0.531
O 1.3877 8.4128 3.8543  -0.491
O -4.8413 1.8414 -3.0958  -0.386
O -0.6012 -1.5307 2.2669  -0.518
O 0.8415 -7.8414 -2.1068  -0.438
N 1.5487 -7.1893 -3.1357  0.302
N -3.8475 6.2531 0.7296  0.153
N 2.4192 7.5233 3.4073  0.065
N 1.1032 -6.4687 3.3335  0.887
N -4.2025 1.0879 -4.1142  0.298
N -0.0927 -0.4506 1.5158  0.525
C -4.5079 7.6656 -1.2170  -1.966
C -3.4478 7.3802 -0.1317  2.347
C 3.4825 -6.6467 3.8501  -1.555
C -2.2606 0.9028 -2.7037  -1.989
C 2.5395 6.5763 5.7454  -1.614
C 2.1865 -5.9688 -2.7032  2.240
C -4.8668 4.4189 -0.7191  -1.816
C 3.4908 -7.0881 2.3911  -0.339
C 0.8254 -0.8822 0.4615  2.057
C 3.9996 8.4309 5.0076  -1.927
C -1.1725 1.4043 2.7256  -1.970
C 3.2852 7.1748 4.5445  1.608
C 1.0766 -7.8398 2.8301  1.828
C -6.3288 0.1404 -4.8268  -1.955
C 1.0126 -9.0386 -4.6460  -1.894
C 1.9280 -1.7967 1.0118  -2.043
C 2.4748 -8.2251 2.2483  -1.286
C 2.6431 -7.3305 -5.2990  -1.061
C -2.4159 4.5976 -0.3280  1.774
C -2.3556 2.7390 -4.3802  -1.234
C 0.1882 -7.8275 1.5725  -2.199
C -3.7809 4.8654 0.2911  1.861
C 4.3606 6.2088 3.9990  -1.330
C 2.7992 -5.2084 -3.8821  -1.181
C -5.0675 0.8871 -5.2581  1.583
C 1.4646 0.3192 -0.2250  -1.205
C 3.7993 5.1081 3.1183  -0.472
C -2.0886 0.3892 -5.1841  -1.254
C 2.2308 -4.5015 4.0750  -2.075
C 2.0395 1.3398 0.7395  -0.855
C -5.4389 2.1965 -5.9595  -1.758
C -2.7432 1.2729 -4.1015  1.849
C 0.6305 -8.9040 3.8406  -1.797
C 1.1831 7.2783 1.3468  -2.257
C 3.0340 5.7720 1.9664  -0.924
C -2.1391 7.0104 -0.8178  -1.438
C -2.8937 0.4348 -6.4609  -0.768
C 3.4720 -6.0913 -4.9388  -0.817
C -3.9252 3.9732 1.5179  -2.083
C 3.2377 -8.9757 -3.5240  -1.718
C 0.8750 1.8089 1.5817  -0.152
C 3.3030 -6.2463 -1.6544  -1.785
C -4.2940 -0.0756 -6.1705  -1.116
C 0.7898 5.5872 3.1261  -0.880
C 1.8089 6.5155 2.5145  1.989
C 0.8999 0.4064 3.6586  -1.934
C 1.9216 -6.3054 5.7432  -2.017
C 0.1441 0.7010 2.3465  1.671
C 1.2092 -5.0341 -1.9986  -1.898
C 2.1497 -6.0169 4.2596  1.773
C 0.0344 -1.6311 -0.6282  -1.396
C -2.0653 5.5970 -1.4046  -0.292
C 2.0878 -8.1121 -4.1127  1.457
C -3.2140 8.6042 0.7355  -2.056
H -2.5410 9.3187 0.2668  0.420
H 0.8809 6.5956 0.5529  0.394
H 0.6337 -7.1570 0.8321  0.514
H 5.1252 6.7800 3.4727  0.343
H 2.9163 1.0068 1.2969  0.402
H -2.4624 3.5677 -0.7091  -1.176
H -4.1603 9.0874 1.0053  0.396
H 3.1851 -6.2507 1.7512  0.047
H -0.6102 -0.8986 -1.1232  0.002
H 0.3867 -0.4020 4.1803  0.399
H 0.0084 -8.8375 1.2192  0.464
H 2.0672 7.4320 6.2415  0.376
H -4.8086 -0.3243 -7.0967  0.437
H 1.9218 7.9846 0.9629  0.494
H 4.5182 8.2687 5.9540  0.384
H 2.4140 2.1979 0.1683  0.480
H 4.2719 -5.9295 4.0906  0.504
H 3.7329 6.4051 1.4267  0.417
H -0.6822 -2.3505 -0.2326  0.501
H -1.5720 4.5029 0.3665  -0.860
H 4.2177 -8.5015 -3.5122  0.363
H 2.7598 -5.9919 6.3623  0.408
H -4.7100 3.3597 -0.9119  0.555
H 1.8335 -6.9649 -5.9322  0.393
H -4.7585 4.9656 -1.6561  0.291
H -6.2571 2.0371 -6.6732  0.489
H -1.2750 2.8816 -4.3507  0.501
H 0.2509 5.9588 3.9983  0.410
H -4.1388 -0.9633 -5.5506  0.390
H -1.7259 1.6600 1.8209  0.479
H -4.6041 2.7551 -3.3063  0.304
H -1.1718 0.7568 -2.7141  0.487
H -5.5141 7.4928 -0.8439  0.334
H -4.3304 7.1158 -2.1399  0.344
H 1.2329 4.6912 3.5802  0.154
H 4.7358 8.8212 4.3004  0.400
H 2.9855 -9.2669 -2.5014  0.229
H 3.3303 -7.9747 -5.8502  0.363
H 4.5234 -7.3172 2.1201  0.489
H -1.9536 7.6459 -1.6959  0.567
H 3.2305 6.2055 6.5041  0.420
H -4.4386 8.7244 -1.4882  0.501
H -3.1741 4.1796 2.2802  0.320
H 3.5422 -5.4839 -5.8483  0.424
H -5.8732 2.8849 -5.2333  0.371
H 1.9168 0.0904 3.4157  0.392
H 4.6469 4.5111 2.7638  0.463
H 2.0696 -4.5524 -4.3604  0.427
H 1.4871 -9.4705 4.2194  0.347
H 1.7227 -7.3613 5.9411  0.424
H -4.9555 6.6972 2.1719  0.360
H -4.0420 2.8981 1.3654  0.305
H -2.8375 8.3428 1.7299  0.418
H 1.5144 -2.7539 1.3212  0.334
H 1.4706 -9.8422 -5.2160  0.421
H 0.9424 1.2612 4.3312  0.398
H 2.2760 -0.0998 -0.8390  0.620
H -7.1203 0.0613 -5.5655  0.390
H 0.7539 -2.0162 -1.3481  0.304
H 2.4590 -8.4921 1.1909  0.340
H -1.4437 -1.7348 1.8507  0.351
H 0.3242 7.8535 1.6922  0.556
H 2.4502 -1.3414 1.8586  0.410
H 3.8331 -5.3211 -1.4222  0.500
H -5.8282 4.6480 -0.2633  0.387
H -1.2566 7.2516 -0.2165  -0.155
H -0.0294 -7.4316 -2.1072  0.357
H 3.3130 -9.9011 -4.0984  0.503
H -1.9870 -0.6145 -4.7596  0.388
H 0.1041 5.2025 2.3699  -0.388
H 0.0092 -9.7039 3.4289  0.389
H -1.0805 0.7928 -5.2996  0.453
H -2.6615 -0.0670 -2.4116  0.565
H 3.7435 -7.5403 4.4314  0.439
H 3.0947 -4.1521 4.6568  0.442
H 2.8965 -9.0854 2.7738  0.359
H 0.7698 -5.5914 -1.1560  0.043
H 2.7622 -1.9228 0.3145  0.414
H 1.6614 9.2734 3.5248  0.364
H 1.1854 2.5409 2.3347  -0.293
H 0.1253 -8.4792 4.7068  0.316
H 4.8353 5.7442 4.8705  0.464
H -6.7386 0.7255 -3.9897  0.409
H 1.6265 -4.1317 -1.5648  0.209
H 0.2889 -4.8431 -2.5668  0.510
H -2.7359 5.5710 -2.2669  0.064
H 2.6780 4.9249 1.3636  0.066
H 4.5249 -6.2788 -4.7122  0.360
H 3.5648 -4.5694 -3.4363  0.375
H 1.0121 -5.7902 6.0656  0.378
H -1.0497 5.4781 -1.7885  0.534
H 0.3944 -9.4646 -3.8527  0.380
H 0.8593 0.7803 -1.0097  0.004
H -2.7995 3.4407 -3.6647  -0.086
H -0.4992 -5.4609 3.2521  0.318
H 2.9197 -6.7016 -0.7418  0.081
H -2.7181 3.0634 -5.3575  0.288
H -2.4574 1.7002 -1.9921  -0.282
H 3.1861 4.3726 3.6393  0.187
H -1.8655 0.7617 3.2856  0.412
H -0.7502 -7.2913 1.7652  0.384
H -0.9786 2.2407 3.3959  0.342
H 0.1514 2.3532 0.9693  0.001
H 3.2985 9.2569 5.1507  0.417
H -4.9101 4.1782 1.9613  0.564
H 1.4067 -3.9725 4.5509  0.444
H 1.7624 5.8577 5.5123  0.278
H 4.0353 -6.9363 -2.0768  0.403
H -4.6265 2.5805 -6.5721  0.296
H -2.3899 -0.1162 -7.2616  0.368
H 2.4284 -4.2634 3.0325  0.362
H -6.1019 -0.8086 -4.3400  0.363
H -2.8597 1.4642 -6.8341  0.357
H 0.2783 -8.4978 -5.2501  0.389

- orbital gap (Eh) = 0.31206
- lowest unoccupied orbital energy (Eh) = 0.016
- HOMO level (eV) = -8.1

Relative energies, in hartree, with the most stable structure set to zero: run 1 0.1474; run 2 0.0000.